Formula: C4H9N4
Source: the OMol25 dataset
Level of theory: the ωB97M-V functional and the def2-TZVPD basis

Summary:
**Largest force on an atom**: 0.1091 Eh/bohr
**Energy above the lowest of the compared OMol25 structures with the same formula, charge and spin**: 313.4 kJ/mol
**LUMO energy**: -4.0 eV
**Net charge**: +1

The geometry in XYZ format:
```
17
Properties=species:S:1:pos:R:3:forces:R:3:mulliken_charge:R:1
H -2.855 1.563 0.435 -0.233 1.019 3.007 0.320
C 1.861 0.824 0.024 0.426 0.606 0.143 0.451
H -2.435 2.134 -1.092 -0.478 -2.033 1.560 0.401
C 1.714 -1.525 -0.413 1.875 2.792 2.286 -1.396
H 0.401 -0.894 1.706 -1.104 0.519 -0.026 0.170
H -1.197 -0.309 2.067 0.045 0.064 -0.329 0.216
N -2.477 1.279 -0.408 -0.688 -1.716 -4.576 -0.305
H 1.211 -2.339 -0.752 -1.572 -2.047 -1.580 0.399
N 2.400 1.607 0.625 1.633 2.214 1.589 -0.370
C -0.418 0.010 0.176 2.124 1.313 -3.617 0.591
N -1.144 0.680 -0.652 -0.100 0.585 -0.555 -0.488
N -0.460 -0.414 1.380 0.761 -1.557 2.911 -0.303
C 1.107 -0.146 -0.571 -4.513 -2.864 -1.706 -0.065
H 0.988 0.020 -1.650 -0.452 0.380 0.412 0.240
H -3.225 0.541 -0.750 1.713 1.942 0.259 0.404
H 2.728 -1.397 -0.788 0.027 -0.660 -0.102 0.369
H 1.800 -1.635 0.663 0.535 -0.558 0.323 0.368
```
Forces are in eV/Å.